(1)
# C3H7FO3

A cluster of 3 separate species, C3H7FO3 in total in a non-equilibrium geometry (the ωB97M-V functional and the def2-TZVPD basis, the Open Molecules 2025 dataset).

CARTESIAN COORDINATES (ANGSTROEM)
C -0.90565 -0.76711 -1.92922
C -0.48542 -1.43520 -0.83604
C 1.47886 0.91072 1.15285
O -1.17766 -1.44674 0.32139
O 0.86658 1.78282 1.65179
O 2.79286 0.95490 0.94597
F -1.59638 1.60776 1.03510
H -1.80476 -0.10337 -2.00922
H -0.43082 -0.91537 -2.88049
H 0.48739 -1.92799 -1.00753
H 1.00872 -0.12810 0.89658
H -1.84554 -0.72701 0.27399
H -1.37340 2.15701 1.69691
H 2.98523 0.03768 0.68790

## Properties
Spin multiplicity   1
Energy relative to the best compared isomer or geometry (same formula, charge and spin)   32.26 kcal/mol
SMILES   C=CO.O=CO.F


(2)
# C46H93FN3O14S7

A cluster of 8 separate species, C46H93FN3O14S7 in total in a non-equilibrium geometry (the ωB97M-V functional and the def2-TZVPD basis, the Open Molecules 2025 dataset).

CARTESIAN COORDINATES (ANGSTROEM)
C -3.05699 2.77779 -4.25822
C -3.17367 2.04944 -2.90725
C -4.36081 2.52035 -2.03018
C -5.38863 1.41890 -1.69822
C -5.22745 0.86039 -0.27217
C -3.97531 -0.02741 -0.21963
C -3.89159 -0.85540 1.05824
C -2.55076 -1.60433 1.31525
C -1.34788 -1.16706 0.47595
C -1.29551 -1.71971 -0.94562
C 0.04402 -1.49510 -1.65995
C 0.17923 -0.06875 -2.25355
C 0.47197 0.97773 -1.16375
C 1.37226 2.14863 -1.64211
C 2.73941 2.26939 -0.90395
C 2.80354 3.53729 -0.08540
N 1.86560 3.71306 1.04140
C 2.37214 4.77149 1.72239
N 1.85812 5.28552 2.79119
N 3.59995 5.27595 1.16303
C 4.11075 3.96493 0.58818
F 4.39773 3.23842 1.72531
H -4.02975 2.98574 -4.70156
H -2.45129 3.68026 -4.17448
H -2.52615 2.12542 -4.95826
H -3.27653 0.98010 -3.09952
H -2.22681 2.20518 -2.38278
H -3.93170 2.87188 -1.08453
H -4.84706 3.38023 -2.48893
H -5.22558 0.58179 -2.38318
H -6.39937 1.78400 -1.88445
H -5.11215 1.70831 0.40856
H -6.12630 0.28746 -0.03521
H -3.11605 0.62976 -0.37149
H -4.06719 -0.71839 -1.05965
H -4.16244 -0.27556 1.94452
H -4.67066 -1.61846 0.97361
H -2.68538 -2.68226 1.19996
H -2.29019 -1.44423 2.36136
H -0.46481 -1.54519 0.99817
H -1.26596 -0.07906 0.51245
H -1.51011 -2.78582 -0.89944
H -2.06820 -1.28962 -1.58745
H 0.90074 -1.67737 -1.00292
H 0.04467 -2.17494 -2.51402
H -0.75977 0.12513 -2.77210
H 1.01270 -0.11493 -2.95899
H -0.45543 1.40926 -0.78806
H 0.96190 0.45669 -0.33918
H 0.82335 3.06730 -1.41794
H 1.52561 2.09732 -2.71763
H 3.50704 2.35932 -1.67628
H 2.97965 1.38738 -0.30799
H 2.50954 4.33887 -0.77036
H 1.72401 2.90758 1.64724
H 0.98611 4.98518 3.19269
H 2.38075 5.98828 3.29554
H 3.38810 5.87611 0.36668
H 4.97122 3.98458 -0.07269
C 3.58824 0.05847 3.08596
C 3.89318 0.62568 4.47915
C 2.99558 -0.11280 5.47992
S 2.66939 -1.73128 4.76890
O 1.26342 -1.79675 4.46556
O 3.32820 -2.75433 5.53422
C 3.56436 -1.45879 3.23939
H 4.32696 0.37679 2.35035
H 2.60245 0.40716 2.75284
H 4.94118 0.44760 4.72390
H 3.72884 1.69487 4.52217
H 3.47156 -0.24170 6.44837
H 2.03555 0.38544 5.60361
H 3.05427 -1.97279 2.42657
H 4.56687 -1.86490 3.36924
C -1.65364 -7.42253 -3.18019
C -2.67665 -7.43048 -2.03800
C -2.86465 -5.98129 -1.58566
S -2.52842 -4.96576 -3.02536
O -1.33835 -4.18120 -2.76105
O -3.74327 -4.33110 -3.47423
C -2.08758 -6.30077 -4.12046
H -1.60652 -8.37960 -3.69748
H -0.66610 -7.21208 -2.77230
H -3.62894 -7.83179 -2.39552
H -2.35066 -8.04953 -1.21167
H -3.87574 -5.77756 -1.24111
H -2.14728 -5.71051 -0.81182
H -1.30371 -5.96899 -4.79027
H -2.97632 -6.57626 -4.68842
C 3.50731 -4.99392 -4.58174
C 3.21804 -4.94743 -3.07355
C 1.93694 -5.75357 -2.82345
S 1.87118 -6.98279 -4.13149
O 0.73677 -6.70831 -4.97537
O 2.08834 -8.29732 -3.57518
C 3.34365 -6.45404 -4.99605
H 4.50508 -4.62555 -4.81615
H 2.78404 -4.37309 -5.11509
H 4.05053 -5.39914 -2.52986
H 3.10813 -3.92493 -2.71441
H 1.94815 -6.26100 -1.86010
H 1.04216 -5.13475 -2.90534
H 3.20665 -6.59449 -6.06557
H 4.17236 -7.06554 -4.63995
C 6.07263 6.44147 4.89897
C 7.33546 5.78603 5.46250
C 6.99116 4.32092 5.75832
S 5.68483 3.86235 4.60804
O 4.48043 3.58729 5.36227
O 6.19580 2.92114 3.64640
C 5.53535 5.47147 3.85370
H 6.27748 7.41766 4.46172
H 5.33690 6.57316 5.69271
H 8.13638 5.83247 4.72204
H 7.68921 6.29301 6.35802
H 7.83952 3.65975 5.60135
H 6.59981 4.19231 6.76586
H 4.50619 5.64554 3.59775
H 6.15192 5.47193 2.95554
C -6.87843 5.34303 -7.77084
C -7.42687 6.49607 -6.91962
C -8.03120 5.88151 -5.65079
S -7.12738 4.35473 -5.35161
O -8.03237 3.24587 -5.50112
O -6.29359 4.49110 -4.18293
C -6.09467 4.45351 -6.81208
H -6.24990 5.70241 -8.58412
H -7.70561 4.77988 -8.20793
H -6.61156 7.17063 -6.65058
H -8.16885 7.08030 -7.46147
H -7.91979 6.52883 -4.78455
H -9.07879 5.62094 -5.78687
H -5.91555 3.45104 -7.19406
H -5.15382 4.91811 -6.51760
C -1.07156 5.63414 6.83080
C -1.56498 7.05818 6.53963
C -0.32548 7.94615 6.36404
S 0.97704 6.87052 5.76056
O 2.01339 6.78024 6.75273
O 1.29663 7.21174 4.37870
C 0.02148 5.35351 5.80602
H -1.87524 4.90369 6.76297
H -0.65477 5.58373 7.83816
H -2.15507 7.06055 5.62126
H -2.20180 7.43449 7.33720
H -0.48319 8.74440 5.64288
H 0.01054 8.36433 7.31065
H 0.67569 4.52404 6.07295
H -0.40827 5.19503 4.81441
C 1.78292 -10.87043 0.09635
C 0.78444 -10.84534 1.26135
C 0.57457 -9.37700 1.65057
S 0.86798 -8.41918 0.15742
O 2.03222 -7.58854 0.35442
O -0.37535 -7.84224 -0.30286
C 1.31224 -9.80089 -0.88444
H 1.82754 -11.84950 -0.37752
H 2.78316 -10.62618 0.46078
H -0.16313 -11.28056 0.93785
H 1.13772 -11.42731 2.11110
H -0.43588 -9.17996 1.99965
H 1.29393 -9.04788 2.39797
H 2.07063 -9.48584 -1.59499
H 0.41369 -10.11458 -1.41558

## Properties
Net charge   +1
Spin multiplicity   1


(3)
# C2H3O2S2

The ion C2H3O2S2 with charge -1 in a non-equilibrium geometry (the ωB97M-V functional and the def2-TZVPD basis, the Open Molecules 2025 dataset).

CARTESIAN COORDINATES (ANGSTROEM)
C -0.93852 -0.31184 -0.23810
C 0.47818 -0.01447 0.47859
O -0.94891 -1.12742 -1.13423
O 1.42228 -1.09014 0.35241
S -2.15956 0.58302 0.53827
S 0.97393 1.54580 -0.33446
H 0.31219 0.35016 1.57066
H 1.16317 -1.68674 -0.32496
H -0.30276 1.75164 -0.90818

## Properties
Net charge   -1
Spin multiplicity   1
Energy relative to the best compared isomer or geometry (same formula, charge and spin)   12.90 kcal/mol
SMILES   [O-]C(=S)[C@@H](O)S


(4)
# C22H31N5O3S

An isolated molecule of C22H31N5O3S in a non-equilibrium geometry (the ωB97M-V functional and the def2-TZVPD basis, the Open Molecules 2025 dataset).

CARTESIAN COORDINATES (ANGSTROEM)
C 1.23143 2.19638 -5.17249
H 1.90314 1.36992 -5.38427
H 1.82317 3.06548 -4.89891
H 0.65032 2.42633 -6.06223
C 0.30609 1.80324 -4.02698
N 1.06658 1.46436 -2.83999
S 1.44512 -0.14542 -2.68558
O 2.26224 -0.28704 -1.51506
O 1.99869 -0.57877 -3.93551
C -0.13742 -0.94765 -2.34154
C -0.50892 -0.83738 -1.01392
C -1.73007 -1.33391 -0.56921
C -2.58030 -1.94130 -1.49291
C -2.18751 -2.05380 -2.80972
C -0.96343 -1.56577 -3.27203
C -0.60947 -1.75164 -4.71525
H -1.28077 -1.16999 -5.34773
H -0.73040 -2.79890 -4.98839
H 0.41501 -1.45314 -4.90830
H -2.84684 -2.53904 -3.51444
H -3.53018 -2.32973 -1.16452
N -2.04134 -1.20378 0.77948
C -3.10105 -1.69617 1.47277
O -4.04306 -2.29416 1.00513
C -2.98091 -1.37401 2.96472
N -1.59565 -1.21056 3.34319
C -1.38652 -0.39044 4.52617
C 0.09289 -0.49135 4.93846
N 0.91372 -0.81695 3.79691
C 1.43560 0.19929 3.04137
N 1.18682 1.43927 3.47351
C 1.72651 2.46124 2.83212
C 2.53491 2.33322 1.71945
C 2.79999 1.04545 1.26272
C 2.25310 -0.03361 1.92165
H 2.47902 -1.03011 1.58000
H 3.42231 0.87681 0.39728
H 2.95263 3.19889 1.23127
H 1.48442 3.43384 3.24379
C 0.63683 -2.13293 3.26395
H 0.88866 -2.15824 2.20381
C -0.85993 -2.45937 3.44033
H -1.04257 -2.96143 4.40417
H -1.18575 -3.13434 2.64705
H 1.24696 -2.88377 3.78253
H 0.43652 0.45571 5.35006
H 0.23118 -1.28187 5.68210
H -2.02933 -0.70210 5.36598
H -1.63133 0.64126 4.26152
H -3.50891 -2.15395 3.53487
H -3.50612 -0.42858 3.13280
H -1.34027 -0.75997 1.36915
H 0.18331 -0.38001 -0.32359
C 0.83408 2.22408 -1.63579
C 1.41439 3.63118 -1.73476
H 2.47538 3.57432 -1.96021
H 1.27881 4.14694 -0.78765
H 0.92196 4.20393 -2.51665
H -0.24153 2.27460 -1.40433
H 1.34097 1.68438 -0.83572
H -0.29597 0.93890 -4.32402
H -0.37720 2.62213 -3.78660

## Properties
Spin multiplicity   1
Energy relative to the best compared isomer or geometry (same formula, charge and spin)   54.26 kcal/mol
SMILES   CCN(CC)S(=O)(=O)c1cc(NC(=O)CN2CCN(c3ccccn3)CC2)ccc1C


no.,HOMO energy (eV),gap between HOMO and LUMO (eV)
1,-9.15,9.68
2,-11.01,8.09
3,-3.67,7.15
4,-8.05,8.74